A cluster of 2 separate species, C9H18BClF4N3O3 in total, computed with wB97M-V/def2-TZVPD.

Cartesian coordinates (Å):
C 2.199 -2.307 -0.720
C 0.715 -2.620 -0.872
Cl -0.089 -2.675 0.753
C -0.084 -1.717 -1.813
C -0.168 -0.208 -1.460
C -1.603 0.169 -0.922
N -1.638 0.655 0.448
C 0.142 0.663 -2.715
O 0.755 1.814 -2.207
B 1.660 1.186 -1.219
C 2.384 2.258 -0.220
F 1.766 3.498 -0.186
F 2.404 1.825 1.094
C 3.834 2.557 -0.592
F 4.360 3.547 0.189
F 4.613 1.471 -0.390
O 0.786 0.216 -0.516
H 2.347 -1.515 0.013
H 2.751 -3.196 -0.402
H 2.594 -1.919 -1.664
H 0.606 -3.644 -1.242
H -1.101 -2.126 -1.829
H 0.318 -1.853 -2.827
H -2.027 0.951 -1.563
H -2.274 -0.693 -0.988
H -1.129 1.531 0.495
H -1.153 -0.001 1.052
H 0.842 0.132 -3.385
H -0.764 0.901 -3.288
H 2.565 0.582 -1.849
H 3.923 2.861 -1.638
C -3.918 -0.580 3.425
O -4.433 -1.280 2.573
N -3.268 0.588 3.158
N -3.963 -0.923 4.760
H -2.853 1.146 3.878
H -3.137 0.863 2.191
H -4.424 -1.781 4.993
H -3.538 -0.378 5.484

Calculated values
M: 338.52 g mol⁻¹
HOMO-LUMO gap: 8.072 eV
net charge: -1
E_LUMO: 2.84 eV

A structure of composition C9H18BF4LiO5, computed with wB97M-V/def2-TZVPD.

Cartesian coordinates (Å):
Li -29.902 -18.768 6.304
B -32.564 -19.277 6.587
F -33.313 -20.157 5.626
F -33.438 -18.736 7.463
F -31.592 -19.930 7.248
F -31.946 -18.250 5.793
C -29.360 -16.204 5.175
O -28.487 -17.319 5.522
H -28.754 -15.417 5.368
H -30.209 -16.264 5.890
H -29.500 -16.197 3.993
H -27.578 -17.016 5.630
C -29.637 -17.564 8.883
O -29.006 -18.606 8.101
H -30.728 -17.457 8.735
H -29.268 -16.439 8.590
H -29.574 -17.951 9.926
H -28.244 -18.779 8.405
C -28.463 -21.344 6.173
O -28.719 -20.387 5.080
H -28.005 -22.279 5.756
H -29.344 -21.329 6.627
H -27.743 -20.921 6.838
H -27.783 -20.335 4.645
C -30.619 -18.548 2.717
C -29.414 -18.637 1.910
C -29.103 -17.704 0.846
C -29.957 -16.648 0.541
C -31.087 -16.525 1.379
C -31.455 -17.458 2.314
O -32.656 -17.305 2.938
O -28.176 -17.987 0.029
H -30.906 -19.142 3.508
H -28.623 -19.534 2.051
H -29.914 -15.908 -0.360
H -31.782 -15.815 1.089
H -32.809 -17.924 3.660
H -28.072 -17.452 -0.884

Calculated values
M: 299.98 g mol⁻¹
HOMO-LUMO gap: 7.078 eV
net charge: 0
E_LUMO: -0.42 eV

A cluster of 6 separate species, C9H18Cl12O3S3 in total, computed with wB97M-V/def2-TZVPD.

Cartesian coordinates (Å):
C -3.843 1.234 3.273
S -2.663 1.315 4.714
O -3.538 0.876 5.857
C -1.681 -0.175 4.239
H -4.731 1.836 3.466
H -4.191 0.201 3.247
H -3.382 1.411 2.301
H -2.301 -1.070 4.295
H -0.859 -0.199 4.954
H -1.123 -0.289 3.310
C -0.958 -2.151 -2.383
S -0.377 -3.968 -2.295
O -1.510 -4.933 -2.624
C 0.751 -3.901 -3.727
H -1.851 -2.010 -2.992
H -0.135 -1.463 -2.576
H -1.259 -1.933 -1.358
H 0.203 -3.665 -4.639
H 1.221 -4.868 -3.903
H 1.454 -3.080 -3.580
C 2.667 -1.084 -0.059
S 1.798 0.462 -0.602
O 1.054 0.375 -1.952
C 0.369 0.425 0.586
H 3.205 -0.861 0.863
H 3.314 -1.397 -0.879
H 1.929 -1.870 0.099
H 0.547 0.417 1.662
H -0.383 -0.316 0.314
H -0.231 1.325 0.449
C 4.996 -0.828 -3.701
Cl 6.104 -0.785 -5.161
Cl 5.781 -1.861 -2.387
Cl 4.677 0.829 -3.062
Cl 3.641 -1.707 -4.300
C 1.456 3.582 2.776
Cl 2.032 4.860 3.884
Cl 2.364 2.046 3.046
Cl -0.295 3.203 2.989
Cl 1.748 4.068 1.121
C -3.183 3.190 -1.077
Cl -4.589 2.103 -0.674
Cl -3.737 4.889 -1.684
Cl -2.331 3.397 0.407
Cl -2.161 2.368 -2.236

Calculated values
M: 695.88 g mol⁻¹
HOMO-LUMO gap: 8.426 eV
net charge: 0
E_LUMO: -0.45 eV

A cluster of 9 separate species, C9H18Cl18 in total, computed with wB97M-V/def2-TZVPD.

Cartesian coordinates (Å):
C 10.889 5.882 9.849
Cl 12.634 5.694 9.716
Cl 10.131 5.777 8.255
H 10.498 5.080 10.466
H 10.647 6.864 10.233
C 12.076 9.906 5.836
Cl 11.757 8.451 6.783
Cl 10.896 11.203 5.953
H 13.045 10.309 6.090
H 12.051 9.580 4.795
C 6.573 13.507 8.557
Cl 5.873 12.495 9.810
Cl 6.498 15.237 8.882
H 7.615 13.250 8.492
H 6.087 13.275 7.631
C 13.501 10.726 10.698
Cl 13.264 11.523 9.152
Cl 13.029 9.037 10.724
H 14.539 10.800 10.906
H 12.878 11.261 11.402
C 9.991 10.068 13.380
Cl 11.518 10.814 13.886
Cl 9.179 9.360 14.755
H 9.371 10.852 12.958
H 10.242 9.304 12.670
C 6.421 7.067 12.160
Cl 4.897 6.207 12.490
Cl 7.930 6.205 12.459
H 6.424 7.337 11.106
H 6.420 7.951 12.763
C 8.181 14.021 12.847
Cl 8.183 12.876 14.163
Cl 6.726 14.976 12.792
H 9.052 14.676 12.942
H 8.257 13.477 11.915
C 6.089 9.219 7.100
Cl 7.240 10.562 6.852
Cl 6.476 7.818 6.119
H 6.121 9.019 8.157
H 5.105 9.597 6.853
C 9.630 10.021 9.428
Cl 9.357 11.704 9.985
Cl 8.502 8.819 10.100
H 9.503 10.025 8.354
H 10.650 9.784 9.719

Calculated values
M: 764.40 g mol⁻¹
HOMO-LUMO gap: 11.187 eV
net charge: 0
SMILES: ClCCl.ClCCl.ClCCl.ClCCl.ClCCl.ClCCl.ClCCl.ClCCl.ClCCl
E_LUMO: 0.32 eV